(one)
Formula: C4H21N2O5
Source: the Open Molecules 2025 dataset
Level of theory: the ωB97M-V functional and the def2-TZVPD basis

HOMO ... -13.4 eV
Net charge ... +1
Lowest unoccupied orbital energy ... -2.596 eV

Atoms and positions in Å:
C (-0.26, 2.08, 0.66)
C (-0.99, 2.20, -0.65)
C (-0.76, 1.01, -1.50)
C (-0.24, 0.95, -2.71)
N (-0.97, -0.27, -0.74)
N (-1.02, 1.22, 1.58)
H (0.73, 1.71, 0.48)
H (-0.02, 3.08, 1.02)
H (-0.62, 3.04, -1.25)
H (-2.02, 2.54, -0.62)
H (-0.02, 1.80, -3.34)
H (-0.12, 0.04, -3.28)
H (-1.69, -0.81, -1.22)
H (-1.20, 0.00, 0.23)
H (-0.17, -0.91, -0.83)
H (-0.43, 0.98, 2.37)
H (-1.82, 1.73, 1.94)
H (-1.57, -2.59, 1.58)
H (-2.73, -2.53, 0.70)
O (-1.76, -2.59, 0.62)
H (-0.59, -3.22, -2.25)
H (0.13, -2.77, -3.48)
O (-0.26, -2.41, -2.67)
H (2.41, 2.13, 2.24)
H (3.59, 2.44, 1.39)
O (2.80, 1.88, 1.39)
H (-0.02, -1.90, 3.19)
H (0.28, -1.51, 1.66)
O (0.64, -1.65, 2.54)
H (2.91, -1.18, -0.09)
H (2.27, -0.27, 0.96)
O (2.06, -0.86, 0.23)

---

(two)
Formula: C4H21N2O5
Source: the Open Molecules 2025 dataset
Level of theory: the ωB97M-V functional and the def2-TZVPD basis

HOMO ... -12.4 eV
Net charge ... +1
Lowest unoccupied orbital energy ... -3.101 eV

Atoms and positions in Å:
N (-0.36, -1.06, -1.57)
C (0.14, 0.29, -1.32)
C (0.99, 0.73, -2.55)
O (1.63, -0.39, -3.11)
C (-1.03, 1.41, -1.16)
N (-0.48, 2.32, -0.12)
C (-1.54, 2.74, 0.84)
H (-0.96, -1.25, -2.42)
H (-1.08, -1.34, -0.83)
H (0.39, -1.81, -1.76)
H (0.78, 0.33, -0.44)
H (1.63, 1.59, -2.29)
H (0.27, 1.13, -3.29)
H (2.24, -0.91, -2.59)
H (-1.18, 2.07, -1.98)
H (-1.90, 0.86, -0.69)
H (0.00, 3.10, -0.52)
H (-1.91, 1.80, 1.21)
H (-2.32, 3.38, 0.34)
H (-1.08, 3.23, 1.66)
H (-1.91, -0.30, 3.23)
H (-3.04, -0.98, 2.48)
O (-2.34, -0.32, 2.34)
H (2.89, -1.50, 1.48)
H (3.17, -0.25, 0.46)
O (2.83, -1.13, 0.60)
H (-1.22, -3.01, 1.87)
H (-1.48, -1.58, 1.64)
O (-0.91, -2.32, 1.28)
H (1.24, -0.39, 2.53)
H (0.38, -1.60, 3.01)
O (1.22, -1.14, 3.11)

---

Going by the energies, (one) is most stable and the next is 35.9 kcal/mol up.

---

(one)
Formula: C9H18N2Si
Source: the Open Molecules 2025 dataset
Level of theory: the ωB97M-V functional and the def2-TZVPD basis

SMILES ... Cc1nc(C)n(C)c1[Si](C)(C)C
HOMO ... -7.2 eV
Lowest unoccupied orbital energy ... 0.802 eV

Atoms and positions in Å:
C (1.42, -1.58, -0.17)
C (0.44, -0.22, -0.12)
C (2.66, 0.17, 0.09)
C (0.86, -2.92, -0.55)
C (4.01, 0.87, 0.16)
C (1.21, 2.04, 0.53)
C (-1.82, 0.47, -1.81)
C (-1.91, 1.01, 1.38)
C (-2.03, -1.71, 0.37)
N (2.66, -1.12, -0.05)
N (1.42, 0.69, 0.12)
Si (-1.39, -0.09, -0.07)
H (1.53, -3.73, -0.21)
H (-0.07, -3.08, -0.05)
H (0.65, -2.86, -1.55)
H (4.06, 1.15, 1.20)
H (4.77, -0.07, 0.12)
H (4.23, 1.62, -0.56)
H (1.46, 2.28, 1.50)
H (1.76, 2.77, -0.15)
H (0.12, 2.37, 0.35)
H (-1.76, -0.37, -2.49)
H (-2.79, 0.84, -1.91)
H (-1.13, 1.24, -2.26)
H (-2.79, 0.57, 1.82)
H (-1.09, 0.95, 1.95)
H (-2.13, 2.01, 1.19)
H (-3.05, -1.78, 0.84)
H (-2.26, -2.54, -0.39)
H (-1.39, -2.28, 1.03)

---

(two)
Formula: C9H18N2Si
Source: the Open Molecules 2025 dataset
Level of theory: the ωB97M-V functional and the def2-TZVPD basis

SMILES ... Cc1nn(C)c(C)c1[Si](C)(C)C
HOMO ... -7.8 eV
Lowest unoccupied orbital energy ... 0.780 eV

Atoms and positions in Å:
C (-0.21, -0.31, -0.27)
C (-1.31, -0.77, -0.92)
C (-0.94, 0.52, 0.99)
C (-1.54, -1.43, -2.28)
C (-0.31, 1.32, 2.03)
C (-3.26, 0.56, 1.69)
C (1.98, 1.65, -0.34)
C (1.90, -0.84, -2.21)
C (2.53, -1.21, 0.99)
N (-2.41, -0.43, -0.35)
N (-2.24, 0.29, 0.76)
Si (1.67, -0.19, -0.39)
H (-2.48, -2.06, -2.18)
H (-1.55, -0.66, -3.07)
H (-0.62, -2.04, -2.61)
H (-0.82, 1.31, 3.06)
H (0.72, 1.07, 2.02)
H (-0.39, 2.39, 1.70)
H (-3.24, -0.22, 2.57)
H (-3.22, 1.53, 2.11)
H (-4.30, 0.34, 1.31)
H (1.00, 2.04, -0.48)
H (2.32, 1.96, 0.69)
H (2.66, 2.17, -1.09)
H (1.36, -0.12, -2.92)
H (3.05, -0.83, -2.54)
H (1.45, -1.89, -2.16)
H (2.72, -0.47, 1.77)
H (2.00, -1.99, 1.48)
H (3.46, -1.68, 0.61)

---

Going by the energies, (one) is most stable and the next is 5.5 kcal/mol up.

---

(one)
Formula: C22H31N3O4
Source: the Open Molecules 2025 dataset
Level of theory: the ωB97M-V functional and the def2-TZVPD basis

SMILES ... CCc1cc(CNC(=O)c2ccc(OC)c(OC3CCN(C(C)C)CC3)c2)on1
HOMO ... -8.0 eV
Lowest unoccupied orbital energy ... 0.816 eV

Atoms and positions in Å:
C (0.55, 5.75, -3.79)
H (0.39, 4.92, -4.47)
H (-0.06, 6.59, -4.11)
H (1.60, 6.05, -3.84)
C (0.18, 5.34, -2.36)
C (1.01, 4.19, -1.91)
N (0.51, 3.01, -1.70)
O (1.52, 2.19, -1.31)
C (2.67, 2.89, -1.29)
C (2.41, 4.18, -1.66)
H (3.10, 4.99, -1.73)
C (3.92, 2.17, -0.89)
N (3.60, 1.00, -0.11)
C (3.83, 0.93, 1.23)
O (4.58, 1.69, 1.80)
C (3.10, -0.18, 1.90)
C (3.71, -0.90, 2.91)
C (3.02, -1.92, 3.55)
C (1.71, -2.21, 3.21)
C (1.07, -1.46, 2.20)
C (1.78, -0.46, 1.56)
H (1.29, 0.15, 0.81)
O (-0.22, -1.79, 1.96)
C (-0.98, -1.08, 0.98)
C (-0.67, -1.55, -0.44)
C (-1.60, -0.82, -1.42)
N (-3.00, -1.00, -1.14)
C (-3.33, -0.65, 0.22)
C (-2.45, -1.34, 1.28)
H (-2.70, -0.94, 2.27)
H (-2.61, -2.41, 1.30)
H (-4.38, -0.88, 0.41)
H (-3.20, 0.43, 0.32)
C (-3.70, -2.11, -1.77)
C (-5.13, -1.68, -2.11)
H (-5.60, -2.41, -2.76)
H (-5.11, -0.72, -2.62)
H (-5.73, -1.58, -1.22)
C (-3.73, -3.43, -0.99)
H (-4.30, -3.32, -0.07)
H (-2.73, -3.77, -0.75)
H (-4.22, -4.19, -1.60)
H (-3.17, -2.29, -2.71)
H (-1.39, -1.15, -2.44)
H (-1.39, 0.25, -1.36)
H (-0.82, -2.63, -0.49)
H (0.37, -1.34, -0.70)
H (-0.78, 0.00, 1.07)
O (0.95, -3.19, 3.77)
C (1.51, -3.96, 4.81)
H (2.39, -4.52, 4.47)
H (0.73, -4.65, 5.11)
H (1.79, -3.34, 5.66)
H (3.52, -2.48, 4.33)
H (4.73, -0.67, 3.19)
H (2.94, 0.36, -0.52)
H (4.54, 2.81, -0.26)
H (4.49, 1.89, -1.78)
H (0.34, 6.18, -1.69)
H (-0.87, 5.04, -2.32)

---

(two)
Formula: C22H31N3O4
Source: the Open Molecules 2025 dataset
Level of theory: the ωB97M-V functional and the def2-TZVPD basis

SMILES ... CCOC(=O)[C@@]1(CC(=O)N[C@@H](Cc2cccnc2)C2CCCC2)CCCNC1=O
HOMO ... -9.1 eV
Lowest unoccupied orbital energy ... 0.526 eV

Atoms and positions in Å:
C (1.98, 3.43, 0.28)
C (0.74, 3.50, 1.12)
O (-0.24, 2.61, 0.53)
C (-1.41, 2.55, 1.17)
O (-1.72, 3.28, 2.07)
C (-2.32, 1.46, 0.59)
C (-1.94, 0.13, 1.29)
C (-0.45, -0.06, 1.59)
O (0.02, 0.30, 2.66)
N (0.26, -0.67, 0.62)
C (1.71, -0.78, 0.71)
C (2.11, -1.85, 1.75)
C (1.66, -3.23, 1.38)
C (0.37, -3.68, 1.63)
C (0.00, -4.94, 1.20)
C (0.93, -5.73, 0.54)
N (2.18, -5.33, 0.31)
C (2.52, -4.12, 0.73)
C (2.30, -1.03, -0.68)
C (1.53, -2.00, -1.62)
C (1.27, -1.22, -2.92)
C (2.35, -0.14, -2.94)
C (2.39, 0.29, -1.48)
C (-3.77, 1.82, 0.91)
C (-4.18, 3.08, 0.15)
C (-4.10, 2.84, -1.34)
N (-2.87, 2.15, -1.70)
C (-2.12, 1.33, -0.92)
O (-1.34, 0.54, -1.42)
H (2.73, 4.11, 0.69)
H (2.40, 2.42, 0.28)
H (1.78, 3.72, -0.75)
H (0.91, 3.16, 2.15)
H (0.31, 4.50, 1.16)
H (-2.43, 0.13, 2.27)
H (-2.32, -0.69, 0.70)
H (-0.16, -0.62, -0.29)
H (2.10, 0.17, 1.09)
H (3.20, -1.82, 1.84)
H (1.69, -1.56, 2.71)
H (-0.33, -3.04, 2.16)
H (-1.00, -5.32, 1.38)
H (0.66, -6.72, 0.19)
H (3.54, -3.82, 0.53)
H (3.32, -1.41, -0.53)
H (2.14, -2.88, -1.82)
H (0.61, -2.37, -1.17)
H (1.30, -1.87, -3.80)
H (0.29, -0.75, -2.89)
H (3.31, -0.56, -3.24)
H (2.12, 0.68, -3.62)
H (1.50, 0.90, -1.26)
H (3.27, 0.88, -1.21)
H (-4.41, 0.98, 0.62)
H (-3.86, 1.97, 1.98)
H (-5.20, 3.37, 0.41)
H (-3.53, 3.90, 0.44)
H (-4.95, 2.24, -1.67)
H (-4.14, 3.79, -1.89)
H (-2.70, 1.99, -2.69)

---

Going by the energies, (two) is most stable and the next is 83.3 kcal/mol up.

---

(one)
Formula: C4H10N4O
Source: the Open Molecules 2025 dataset
Level of theory: the ωB97M-V functional and the def2-TZVPD basis

HOMO ... -19.3 eV
Net charge ... +2
Lowest unoccupied orbital energy ... -9.117 eV

Atoms and positions in Å:
C (-1.25, -0.40, -1.30)
C (-1.86, -0.06, 0.96)
C (0.74, 0.69, -0.18)
C (1.86, -1.38, 0.50)
N (-0.09, 0.19, -1.28)
N (-2.14, -0.46, -0.34)
N (-0.72, 0.47, 1.14)
N (0.89, 2.03, -0.04)
O (1.76, 0.06, 0.19)
H (-1.39, -0.81, -2.35)
H (-2.58, 0.14, 1.69)
H (2.40, -1.96, -0.30)
H (0.98, -1.94, 0.55)
H (2.25, -1.54, 1.46)
H (0.57, 0.07, -2.16)
H (-3.09, -0.99, -0.45)
H (-0.47, 0.70, 2.06)
H (0.42, 2.80, -0.48)
H (1.74, 2.40, 0.31)

---

(two)
Formula: C4H10N4O
Source: the Open Molecules 2025 dataset
Level of theory: the ωB97M-V functional and the def2-TZVPD basis

HOMO ... -17.4 eV
Net charge ... +2
Lowest unoccupied orbital energy ... -7.048 eV

Atoms and positions in Å:
C (-1.80, -2.49, -0.06)
C (-1.82, -0.22, -0.91)
C (-2.48, -3.58, -0.28)
C (1.00, 2.17, 0.77)
N (-2.05, -1.33, -0.67)
N (0.41, 1.05, 0.85)
N (-1.82, 0.95, -1.38)
N (2.13, 2.63, 1.63)
O (0.73, 0.32, 1.97)
H (-0.97, -2.36, 0.58)
H (-2.27, -4.50, 0.05)
H (-3.33, -3.42, -1.06)
H (0.59, 2.89, 0.07)
H (-1.55, 1.18, -2.38)
H (-2.47, 1.66, -1.02)
H (2.97, 2.62, 1.13)
H (2.29, 1.95, 2.46)
H (2.06, 3.56, 2.20)
H (0.15, -0.50, 1.93)

---

Going by the energies, (one) is most stable and the next is 44.8 kcal/mol up.